12
Properties=species:S:1:pos:R:3:forces:R:3:mulliken_charge:R:1 method="wB97M-V/def2-TZVPD" homo_ev=-9.07 mol_weight_da=73.09 smiles="CN(C)C=O"
C -0.40839 -1.23120 -0.82590 1.9260 2.8294 -2.2457 -0.81
N 0.01495 -0.17605 0.20240 -4.2081 1.4823 0.7628 0.08
C 1.25360 0.53446 0.63944 -0.7116 -1.3840 -4.0437 -0.98
C -1.04086 0.75923 0.39176 -3.4066 -1.8376 4.1396 0.02
O -2.26290 0.41660 0.68826 5.0294 1.7330 -2.4515 -0.57
H -0.43435 -0.67079 -1.83903 0.4876 -0.7217 1.1848 0.30
H 0.31763 -2.00408 -0.97615 0.3218 -0.4803 0.4615 0.31
H -1.41912 -1.58654 -0.87383 -0.4606 -0.1556 1.6285 0.32
H 2.05020 -0.07508 0.33442 1.4727 -0.8489 0.0140 0.33
H 1.23303 1.32405 -0.08645 0.8749 1.1772 0.1845 0.47
H 1.36220 0.87419 1.62517 -0.5439 -0.0079 1.4591 0.26
H -0.66598 1.83522 0.71990 -0.7817 -1.7858 -1.0940 0.28

=====

14
Properties=species:S:1:pos:R:3:forces:R:3:mulliken_charge:R:1 method="wB97M-V/def2-TZVPD" homo_ev=-9.47 mol_weight_da=105.57 smiles=N[C@@H]1CC[C@@H]1Cl
N -0.49117 -1.96184 -0.00265 0.5338 1.0205 -0.6941 -0.61
C -0.38553 -0.55526 0.35556 -0.0016 -0.0294 0.7401 -0.30
C -0.72674 0.58075 -0.63176 -0.1285 -0.4411 0.5011 -0.53
C 0.39398 1.40851 -0.00159 -0.7804 0.8176 0.6245 -0.68
C 0.94193 0.14380 0.59551 1.4891 -0.6607 0.8502 -0.03
Cl 2.37704 -0.52847 -0.21081 0.1453 -0.2565 -0.8160 -0.23
H 0.09538 -2.07698 -0.86385 -1.0884 -0.2141 0.8397 0.30
H -1.49266 -2.01475 -0.20728 0.4838 -0.7879 -0.4539 0.28
H -0.90294 -0.41953 1.32362 -0.1943 0.0185 -0.4894 0.33
H -0.38780 0.26762 -1.60773 -0.5236 -0.0026 -0.5833 0.24
H -1.74909 0.91938 -0.52253 -0.1372 0.2983 -0.6935 0.33
H 0.00984 2.05599 0.79171 0.0249 -0.0695 0.0424 0.23
H 1.00766 2.02978 -0.62275 0.4442 0.0298 -0.4512 0.35
H 1.31010 0.15099 1.60454 -0.2672 0.2771 0.5835 0.33

=====

126
Properties=species:S:1:pos:R:3:forces:R:3:mulliken_charge:R:1 method="wB97M-V/def2-TZVPD" homo_ev=-9.39 mol_weight_da=644.97
C -4.03013 -29.81769 -24.63348 -0.1129 -0.3759 0.2126 -0.39
C -5.54511 -29.83996 -24.42720 0.5584 0.3692 0.0783 -0.37
O -6.17575 -28.79744 -25.15263 -0.0541 -0.0393 -0.1348 -0.66
H -3.57788 -28.91398 -24.22455 -0.0256 0.1033 -0.1007 -0.12
H -3.80855 -29.90265 -25.69764 -0.0178 0.1811 -0.0067 0.00
H -3.55741 -30.67881 -24.15008 -0.0590 0.0403 0.0850 0.50
H -5.80332 -29.72850 -23.36826 0.1390 -0.1871 0.1191 0.01
H -5.91173 -30.80993 -24.76371 -0.3418 0.1746 -0.1425 0.43
H -5.75881 -27.96432 -24.86224 0.0954 -0.3644 -0.0557 -0.02
C -1.51087 -23.19369 -27.22120 0.0460 -0.5943 1.4753 -1.07
C -0.71183 -24.44884 -27.54015 0.0152 0.5373 -0.5986 -0.29
O -0.88077 -25.40633 -26.51660 -0.4642 -0.1193 0.4868 -0.32
H -1.38672 -22.36062 -27.90442 -0.0203 -0.2088 -0.3338 0.43
H -1.20420 -22.85097 -26.22535 0.0224 0.1290 -0.0820 0.09
H -2.55532 -23.48706 -27.09438 -0.1020 0.2571 -0.3243 0.21
H 0.35036 -24.19605 -27.61074 0.0320 -0.0578 -0.3010 0.34
H -1.09480 -24.82558 -28.49448 0.3365 -0.2294 -0.0803 0.39
H -0.38701 -26.22610 -26.68977 0.2460 0.2457 -0.0671 -0.04
C 1.46400 -22.57817 -20.11621 -0.1226 0.3357 1.0672 -1.34
C 0.26069 -22.66080 -21.03112 0.7511 -0.2920 -0.5393 1.65
O 0.19788 -21.52028 -21.88761 -0.2048 0.2115 0.2079 -0.63
H 1.56315 -23.41674 -19.41891 -0.0583 -0.2985 -0.4400 0.26
H 1.34150 -21.72755 -19.43621 0.0176 0.1796 -0.2706 0.36
H 2.40441 -22.43210 -20.64623 -0.0573 -0.1331 -0.1873 0.26
H -0.66940 -22.71589 -20.46632 0.0263 0.0819 -0.0517 -0.57
H 0.33175 -23.55103 -21.67366 -0.1219 -0.0654 0.2396 -0.38
H 0.79627 -21.65522 -22.64277 -0.2226 -0.1320 0.1456 0.46
C -0.63695 -29.11154 -26.00560 -0.3208 -0.1575 -0.1258 -0.45
C -0.02364 -28.66112 -27.30709 0.5275 0.1728 -0.3929 -0.34
O 0.92374 -27.61308 -27.00138 -0.1796 0.0319 -0.0689 -0.59
H 0.07832 -29.55723 -25.31475 0.2665 0.0628 -0.2189 0.49
H -1.38127 -29.87984 -26.22336 -0.1226 0.1176 0.1258 0.25
H -1.10571 -28.28085 -25.47589 -0.1757 0.0019 -0.1193 -0.24
H -0.72631 -28.27069 -28.05036 -0.4451 -0.0147 0.3987 0.17
H 0.45888 -29.48965 -27.83644 0.2695 -0.0331 0.3018 0.44
H 1.24890 -27.22583 -27.82244 0.0740 -0.1954 -0.0001 0.29
C -6.04324 -25.26224 -25.91598 -0.1660 -0.7219 0.0682 -1.04
C -6.00962 -25.66081 -24.44957 0.4642 0.9516 0.2929 -0.52
O -4.89036 -26.46242 -24.07950 -0.2728 -0.4470 -0.2408 1.40
H -6.30173 -26.14179 -26.51291 0.1977 0.0444 -0.1115 0.32
H -5.07213 -24.88833 -26.24018 -0.1078 0.2292 -0.0545 -0.10
H -6.84723 -24.54289 -26.07314 0.1931 0.2247 -0.0511 0.48
H -6.92910 -26.19875 -24.21839 0.1235 -0.1475 0.2402 0.50
H -5.95774 -24.75756 -23.83209 -0.3447 0.0037 0.0057 0.47
H -4.05483 -25.94642 -24.11705 -0.1813 -0.0184 -0.1078 -0.48
C 3.58861 -25.91127 -20.61910 0.1846 0.8482 0.5935 -1.47
C 2.17099 -26.33425 -20.27670 0.5796 0.2982 -0.1429 0.67
O 1.90503 -25.99847 -18.92905 -0.5327 -0.1634 -0.2376 -0.63
H 4.32961 -26.41397 -19.99384 -0.0591 -0.5581 -0.4162 0.38
H 3.77495 -24.86870 -20.33192 -0.4709 0.0825 -0.1834 0.29
H 3.77887 -25.97215 -21.68988 0.2083 -0.3772 0.0504 0.34
H 2.08128 -27.41002 -20.46443 -0.2022 -0.0677 0.1183 0.30
H 1.47586 -25.81380 -20.94655 -0.1062 -0.0209 -0.0319 -0.34
H 0.94463 -26.16195 -18.82084 0.5430 -0.1001 0.0589 0.35
C -5.55242 -26.35826 -20.06409 0.0931 0.6889 -0.1288 -0.55
C -5.89696 -27.57276 -20.90196 0.1209 0.0141 0.4194 -0.16
O -5.71359 -28.76024 -20.09158 -0.2832 0.3244 -0.0956 -0.65
H -5.81298 -25.42219 -20.56987 -0.0348 -0.2071 -0.3066 0.31
H -4.48484 -26.25770 -19.85631 -0.0145 -0.3228 0.1400 -0.32
H -6.11954 -26.32309 -19.13345 0.0911 -0.3225 0.0766 0.46
H -5.23799 -27.67554 -21.76765 -0.2118 0.2976 -0.1331 0.07
H -6.93918 -27.48740 -21.21602 0.0616 -0.1718 -0.1679 0.64
H -6.41990 -29.37393 -20.30713 0.1333 -0.1462 0.0455 0.29
C -3.53375 -27.13606 -27.95064 -0.0208 0.1823 0.5108 -0.32
C -3.89198 -28.56192 -28.26168 -0.0222 -0.5839 -0.6058 -0.39
O -3.80854 -28.78119 -29.67761 0.1854 0.3650 -0.0519 -0.59
H -3.52767 -27.01040 -26.86389 -0.0014 0.0017 0.0142 -0.08
H -4.24098 -26.40426 -28.34044 -0.0370 -0.1500 -0.2072 0.54
H -2.53174 -26.88735 -28.30118 -0.0394 -0.0423 -0.1462 0.01
H -4.90065 -28.83403 -27.93744 0.0591 0.2203 0.3055 0.44
H -3.17793 -29.23598 -27.77184 -0.0720 0.0763 0.1435 0.03
H -3.96019 -29.71051 -29.86263 -0.0680 -0.0494 0.0566 0.33
C -1.01336 -29.78000 -20.91308 0.2245 0.2851 -0.1883 -1.06
C -2.51780 -29.83247 -20.73844 0.0172 0.1433 0.1625 0.25
O -2.87891 -28.67805 -19.99006 0.2058 0.2789 0.2811 -0.48
H -0.45941 -29.86032 -19.97637 -0.2812 -0.2065 0.1459 0.30
H -0.72814 -28.79881 -21.30413 -0.0670 -0.0859 -0.2584 0.04
H -0.65036 -30.55277 -21.59211 -0.0592 0.0089 -0.0045 0.48
H -2.80831 -30.75538 -20.22523 -0.0701 0.0715 0.1009 0.41
H -3.04527 -29.81562 -21.69697 0.1543 -0.0423 -0.1389 -0.14
H -3.83983 -28.55435 -19.95908 0.0726 -0.5232 0.0183 0.15
C -0.42157 -25.94219 -16.72723 0.4413 -0.4765 0.2635 -1.66
C -1.41914 -26.51092 -17.71140 -0.2029 0.4408 -0.1086 0.42
O -0.76621 -26.83993 -18.94792 0.0692 0.1013 0.4574 0.03
H -0.87741 -25.57568 -15.80827 -0.3302 0.0231 -0.1656 0.36
H 0.16039 -25.11975 -17.14021 -0.0932 0.0488 -0.1220 0.30
H 0.27288 -26.72855 -16.41871 0.1232 0.0692 -0.1202 0.42
H -2.17750 -25.75218 -17.91986 -0.1379 -0.0896 0.0661 -0.05
H -1.90202 -27.40305 -17.30807 -0.0239 -0.0186 0.0328 0.36
H -1.38399 -27.38014 -19.45556 -0.1550 -0.2103 -0.0938 -0.26
C 3.22766 -23.74571 -24.94658 0.1947 -0.1771 0.0170 -1.17
C 1.82859 -23.18376 -25.10859 0.1697 -0.0356 0.5762 0.40
O 1.65508 -22.08606 -24.18317 -0.0109 -0.0230 -0.6064 -0.51
H 3.97195 -23.02076 -25.27950 0.0286 -0.0660 -0.0651 0.32
H 3.37672 -24.68952 -25.47602 -0.1153 0.1334 -0.2442 0.32
H 3.44371 -23.97138 -23.90090 -0.1986 0.1464 0.0697 0.26
H 1.07362 -23.93442 -24.87046 -0.0397 0.0543 0.0035 -0.21
H 1.64065 -22.81730 -26.11909 0.0249 -0.1216 -0.0623 0.33
H 1.83630 -21.28626 -24.68639 0.0011 0.1092 0.2528 0.23
C -3.06922 -23.35658 -19.20885 0.3660 0.5000 -0.0940 0.13
C -2.96884 -22.57612 -17.90350 -0.1214 0.2961 -0.1104 -1.00
O -2.56733 -23.38993 -16.80709 -0.0312 0.0883 0.1255 -0.49
H -3.89870 -24.06347 -19.17888 -0.0969 0.0726 -0.1226 0.37
H -2.15887 -23.91369 -19.44492 0.0422 -0.1057 0.4230 -0.34
H -3.15350 -22.64764 -20.03944 -0.4429 -0.0973 0.0460 0.21
H -3.90791 -22.05414 -17.67947 -0.1868 -0.3436 -0.0509 0.38
H -2.27410 -21.73426 -17.96268 0.3884 -0.3764 -0.1531 0.34
H -3.34490 -23.84421 -16.47041 0.0312 -0.0294 -0.0101 0.31
C -4.22205 -22.48165 -22.93946 -0.2736 -0.9233 -0.0190 -0.92
C -2.79829 -22.00003 -22.96689 -0.0447 0.5085 -0.1567 0.50
O -2.55701 -21.16687 -21.84210 0.3554 -0.0547 -0.0494 -0.68
H -4.47097 -22.98862 -23.87724 0.1054 0.1417 -0.0502 0.16
H -4.94026 -21.67635 -22.79381 0.1223 0.1176 0.0862 0.48
H -4.36278 -23.24435 -22.16624 -0.0778 0.2189 0.1455 -0.01
H -2.67702 -21.42961 -23.90359 0.2978 -0.0667 0.1461 0.40
H -2.08071 -22.82798 -22.95845 -0.1797 -0.0619 -0.2063 -0.30
H -1.58060 -21.10528 -21.78461 -0.3342 0.1816 -0.0380 0.40
C -2.18876 -25.99125 -21.91346 0.6411 0.1110 -0.2622 1.51
C -1.48497 -25.71912 -23.23067 0.0332 0.9775 0.7993 0.17
O -2.41162 -25.20351 -24.18368 0.0699 -0.9044 -0.5114 0.50
H -2.79813 -25.15872 -21.55956 -0.0936 0.0574 -0.2608 -0.75
H -1.38229 -26.10637 -21.18541 -0.2597 -0.3089 0.1899 -0.42
H -2.78513 -26.89852 -22.00442 -0.0618 0.0256 0.2818 -0.18
H -0.93451 -26.62547 -23.50670 -0.3352 -0.0358 -0.5623 0.34
H -0.72397 -24.93960 -23.09454 0.0748 -0.0939 0.1406 -0.67
H -1.99786 -25.33537 -25.05901 -0.1143 0.2977 -0.0166 -0.48